(1)
Entry from the OMol25 dataset: a 7-piece molecular cluster, C21H26BrF6N7O10S2 overall in a non-equilibrium geometry (wB97M-V/def2-TZVPD).

Kohn-Sham gap = 9.79 eV
spin multiplicity = 1
SMILES = C[C@H](O)CO[C@]1(Br)OS(=O)(=O)O[C@@]1(C(=O)NC(=O)F)S(=O)(=O)C(F)(F)C(F)(F)F.CC#N.CC#N.CC#N.CC#N.CC#N.CC#N
LUMO = -1.336 eV

Last column: Löwdin charge in e.
Element x y z (Å)
C 4.30566 1.27814 0.12542  -0.07
C 3.56018 1.14518 -1.26431  -0.34
O 4.55421 1.49307 -2.27240  -0.06
C 2.35641 2.16431 -1.43194  -0.11
O 1.04679 1.56199 -1.53131  -0.12
C 0.59232 0.90743 -0.37208  -0.78
Br 1.06067 1.59870 1.38525  1.02
O 0.88938 -0.48533 -0.66885  -0.16
S 0.08772 -0.74620 -2.10449  0.76
O 0.82813 -0.69830 -3.35061  -0.21
O -0.29878 -2.13724 -1.97022  -0.22
O -1.11136 0.39234 -1.91163  -0.15
C -0.98665 0.94116 -0.57466  -0.33
C -1.53283 2.42247 -0.82759  -0.35
O -1.95822 2.70082 -1.89294  0.19
N -1.47781 3.44364 0.18122  0.19
C -2.35036 4.54898 -0.11815  -0.48
O -2.10106 5.39967 -0.86708  0.23
F -3.54709 4.65218 0.55247  0.11
S -2.14532 -0.14180 0.38349  0.83
O -3.33588 0.66631 0.66233  -0.25
O -2.61008 -1.28235 -0.38191  -0.21
C -1.51436 -0.81183 1.99355  -0.39
F -0.24191 -1.30898 1.94777  0.08
F -2.31140 -1.91919 2.25257  0.10
C -1.66039 0.15788 3.26256  -0.49
F -2.83468 -0.19017 3.86506  0.14
F -0.70175 -0.04531 4.23021  0.13
F -1.76751 1.46836 2.97300  0.12
H 5.35353 0.90774 0.09922  0.09
H 3.75428 0.59387 0.83059  0.06
H 4.19222 2.30114 0.56272  0.08
H 3.29045 0.08657 -1.47237  0.15
H 5.17529 2.06218 -1.79091  0.08
H 2.53709 2.65099 -2.42708  0.15
H 2.40853 3.01682 -0.69946  0.12
H -1.80973 3.07725 1.08233  0.12
C -0.88266 -3.42806 5.17154  -0.04
C 0.55348 -3.08958 5.29281  -0.25
N 1.66046 -2.81542 5.38089  0.14
H -1.15039 -4.15896 5.93381  0.09
H -1.49005 -2.53266 5.29941  0.07
H -1.07732 -3.84934 4.18558  0.08
C 2.63365 -3.96875 8.72701  -0.07
C 1.47162 -4.20415 9.61196  -0.28
N 0.57214 -4.38610 10.29409  0.12
H 3.24024 -4.87162 8.66339  0.08
H 2.28959 -3.69947 7.72825  0.04
H 3.24393 -3.15815 9.12343  0.08
C -2.67142 3.54857 -4.96444  -0.09
C -1.60771 4.26580 -5.70494  -0.28
N -0.78518 4.81983 -6.27599  0.11
H -3.37251 4.26366 -4.53728  0.08
H -3.20818 2.88462 -5.63768  0.05
H -2.23155 2.96104 -4.16210  0.05
C -5.62089 0.39714 -6.07583  -0.07
C -5.39835 1.38291 -4.99507  -0.26
N -5.22622 2.14671 -4.16081  0.14
H -5.78091 0.91474 -7.02074  0.08
H -4.75075 -0.25157 -6.16946  0.04
H -6.49711 -0.20914 -5.84791  0.08
C -0.02744 -0.25169 -6.45478  -0.06
C -1.42079 -0.07201 -6.92073  -0.25
N -2.49912 0.06669 -7.27639  0.14
H 0.00404 -1.00475 -5.66909  0.06
H 0.60319 -0.57357 -7.28279  0.08
H 0.35475 0.68927 -6.06077  0.08
C 4.55203 -4.18933 3.82596  -0.07
C 5.57338 -3.47342 3.02961  -0.28
N 6.36209 -2.92027 2.41342  0.11
H 3.85074 -3.47494 4.25688  0.04
H 4.00559 -4.88415 3.18905  0.08
H 5.03191 -4.74637 4.62996  0.08

(2)
Entry from the OMol25 dataset: a 2-piece molecular cluster, C16H31FN4O4P overall in a non-equilibrium geometry (wB97M-V/def2-TZVPD).

Kohn-Sham gap = 6.75 eV
spin multiplicity = 1
total charge = +1
LUMO = -4.184 eV

Last column: natural (NBO) charge in e.
Element x y z (Å)
C -1.62032 -7.03464 3.02882  -0.24
O -1.65425 -5.99371 2.07811  -0.56
C -1.22198 -6.35488 0.78001  -0.06
C -2.09849 -5.67389 -0.25724  -0.41
C -1.78987 -4.18992 -0.43711  -0.40
C -0.46053 -3.91486 -1.15768  -0.40
C 0.19504 -2.59998 -0.72911  -0.39
C -0.39121 -1.36162 -1.44533  -0.41
C -1.04935 -0.32048 -0.51383  -0.40
C -0.23518 0.95919 -0.30327  -0.27
C 0.98090 0.68946 0.56615  0.38
F 1.80072 -0.26511 0.08841  -0.31
N 1.83626 1.93459 0.70772  -0.59
C 1.07289 2.95363 1.15079  0.72
N 1.30936 3.62187 2.24501  -0.68
N -0.05306 3.29590 0.41219  -0.65
C -0.98727 2.12105 0.40422  -0.43
P -2.51978 2.77647 -0.35659  2.36
O -2.98372 3.98633 0.31660  -1.07
O -2.11526 2.99963 -1.88418  -0.99
O -3.51121 1.54769 -0.33711  -0.98
H -2.29090 -6.76154 3.84253  0.19
H -0.61493 -7.17446 3.44328  0.17
H -1.96318 -7.98117 2.59885  0.17
H -1.26574 -7.44068 0.64211  0.18
H -0.17224 -6.05858 0.64786  0.16
H -3.14329 -5.82314 0.02297  0.22
H -1.96422 -6.19371 -1.21284  0.20
H -1.75865 -3.72452 0.55511  0.20
H -2.60939 -3.70061 -0.97128  0.20
H -0.66710 -3.84972 -2.23115  0.20
H 0.23305 -4.74628 -1.02275  0.21
H 0.10153 -2.48015 0.35556  0.19
H 1.26701 -2.66385 -0.92771  0.21
H 0.39011 -0.88325 -2.03855  0.21
H -1.16407 -1.71283 -2.12990  0.22
H -2.00041 -0.03389 -0.95211  0.24
H -1.27913 -0.78111 0.45304  0.21
H 0.11827 1.32986 -1.27147  0.23
H 0.65761 0.40801 1.57545  0.16
H 2.63975 1.74199 1.30481  0.41
H 0.79831 4.48363 2.39370  0.46
H 1.93136 3.29767 2.97321  0.43
H 0.23038 3.46875 -0.55140  0.41
H -1.21825 1.85853 1.44086  0.25
H -1.97539 3.95550 -2.01035  0.53
H -4.41488 1.86032 -0.15635  0.54
N 3.32827 5.02707 -0.64950  -0.52
C 2.61542 6.18156 -0.42988  -0.11
C 3.20435 7.17796 -1.15653  -0.27
C 4.31247 6.60753 -1.84089  -0.29
C 4.36382 5.28198 -1.51165  -0.07
H 3.13584 4.12937 -0.25011  0.39
H 1.75521 6.19902 0.21940  0.19
H 2.87990 8.20390 -1.19514  0.23
H 4.99333 7.11689 -2.50116  0.24
H 5.04205 4.50319 -1.81462  0.22

(3)
Entry from the OMol25 dataset: C15H12IN3O4Pd as an isolated structure in a non-equilibrium geometry (wB97M-V/def2-TZVPD).

Kohn-Sham gap (spin up / spin down) = 4.83 / 4.10 eV
spin multiplicity = 3
total charge = -2
⟨S²⟩ = 2.03
LUMO (spin up / spin down) = 4.400 / 4.440 eV

Last column: natural (NBO) charge in e.
Element x y z (Å)
Pd 0.33804 0.49872 2.41417  0.75
C 2.78638 3.78269 -0.28696  -0.64
C 2.03434 2.73901 -1.06131  0.16
N 2.13222 2.76829 -2.38199  -0.45
C 1.42621 1.84350 -3.05917  -0.07
C 0.63892 0.88009 -2.47720  -0.07
C -0.08064 -0.07216 -3.37968  -0.09
O -1.47909 0.24274 -3.54340  -0.74
C 0.51966 0.80694 -1.04338  -0.27
C -0.34171 -0.18798 -0.49295  0.12
N -0.34692 -0.73667 0.73177  -0.52
C -1.04538 -1.91462 0.86257  0.23
C -1.28387 -2.77803 -0.24663  -0.27
C -1.98675 -3.95988 -0.15646  -0.23
C -2.50511 -4.39789 1.05386  -0.26
C -2.26478 -3.61435 2.17468  -0.23
C -1.55643 -2.42716 2.09063  -0.21
I -1.31307 -1.40627 3.90125  0.20
C 1.24193 1.81689 -0.30461  0.44
O 1.17848 1.99041 0.94876  -0.70
H 3.35637 4.40455 -0.97597  0.20
H 3.44958 3.31694 0.44614  0.23
H 2.09786 4.39835 0.29809  0.23
H 1.51565 1.86525 -4.14401  0.16
H -0.01695 -1.09711 -2.99845  0.16
H 0.37326 -0.04773 -4.37378  0.17
H -1.66295 0.97001 -2.92401  0.48
H -1.07589 -0.59031 -1.18751  0.16
H -0.85552 -2.51214 -1.20235  0.20
H -2.11399 -4.55729 -1.05360  0.19
H -3.06378 -5.32198 1.13421  0.19
H -2.63647 -3.92364 3.14276  0.21
O 0.14902 3.41823 6.01265  -0.76
C 0.18680 2.65501 5.06033  0.66
N 0.22136 1.92046 4.14197  -0.80
O 1.98322 -0.77285 2.87961  -0.85

(4)
Entry from the OMol25 dataset: one molecule with the formula C5H7NO2 in a non-equilibrium geometry (wB97M-V/def2-TZVPD).

Kohn-Sham gap = 9.90 eV
spin multiplicity = 1
SMILES = C#CN(C)C(=O)CO
LUMO = 0.702 eV

Last column: natural (NBO) charge in e.
Element x y z (Å)
C -1.85458 0.46388 0.46060  -0.13
C 0.26937 -1.54981 -0.22440  -0.40
N 0.52673 -0.13591 0.01716  -0.43
C -0.22733 0.91939 -0.15955  0.69
O -2.76322 1.00901 -0.42486  -0.71
C 2.16349 0.14220 -0.17289  0.12
C 3.35373 0.18873 0.04165  -0.28
O -0.08188 2.10267 -0.33774  -0.59
H -2.52818 1.94534 -0.55869  0.48
H -2.02623 -0.60169 0.56333  0.17
H -1.85650 0.95900 1.43214  0.17
H -0.68624 -1.73229 -0.72130  0.22
H 1.02947 -1.99484 -0.86860  0.23
H 0.28377 -2.04623 0.74631  0.21
H 4.39762 0.33054 0.20683  0.25

(5)
Entry from the OMol25 dataset: C24H21AuN4O2S as an isolated structure (wB97M-V/def2-TZVPD).

Kohn-Sham gap = 6.87 eV
spin multiplicity = 1
total charge = -2
LUMO = 4.804 eV

Last column: Löwdin charge in e.
Element x y z (Å)
Au 0.05311 -0.15366 1.37008  0.72
C -0.96294 3.70785 -1.78368  -0.05
C -1.23430 4.11219 -0.36411  -0.21
C -2.11694 5.14880 -0.08784  -0.09
C -2.42552 5.50912 1.21595  -0.13
C -1.84194 4.80662 2.25944  -0.09
C -0.95991 3.76065 2.02190  -0.21
C -0.32766 3.01837 3.16066  -0.06
C -0.63681 3.40861 0.69980  -0.21
N 0.18782 2.30739 0.46949  0.06
C 1.32204 2.50007 -0.16779  -0.53
O 1.89445 3.57152 -0.46326  -0.04
C 2.01589 1.22589 -0.64162  -0.19
C 3.26203 1.30507 -1.25053  -0.02
C 3.82008 0.14612 -1.76271  -0.07
C 3.11877 -1.04506 -1.68781  -0.02
C 1.88297 -1.04979 -1.05429  -0.18
N 1.37119 0.06687 -0.53888  0.07
C 1.06692 -2.33863 -0.98948  -0.54
O 1.44859 -3.27017 -1.73334  -0.05
N 0.05515 -2.27856 -0.16448  0.05
C -0.79549 -3.37623 -0.04756  -0.22
C -2.07626 -3.30998 -0.61226  -0.22
C -2.45828 -2.09364 -1.40485  -0.05
C -2.96300 -4.36278 -0.42447  -0.09
C -2.60114 -5.47825 0.31664  -0.13
C -1.33276 -5.53466 0.87762  -0.08
C -0.42276 -4.50057 0.70558  -0.21
C 0.94141 -4.54070 1.32705  -0.04
H -1.64940 4.21629 -2.46475  0.06
H -1.08622 2.62829 -1.90047  0.08
H 0.06533 3.94181 -2.06505  0.07
H -2.57414 5.67444 -0.92108  0.09
H -3.11555 6.32082 1.41538  0.08
H -2.07028 5.06919 3.28773  0.09
H -0.63982 3.44150 4.11754  0.07
H 0.76119 3.05206 3.09704  0.08
H -0.58812 1.95900 3.14873  0.03
H 3.74115 2.27084 -1.31188  0.10
H 4.79575 0.17509 -2.23668  0.09
H 3.48201 -1.97172 -2.10700  0.10
H -1.82561 -1.98797 -2.28887  0.08
H -2.31012 -1.18601 -0.81634  0.07
H -3.50139 -2.14912 -1.72301  0.06
H -3.95382 -4.29975 -0.86382  0.09
H -3.30319 -6.29047 0.46461  0.08
H -1.03912 -6.39692 1.46893  0.09
H 1.09490 -5.47812 1.86557  0.06
H 1.06698 -3.70948 2.02464  0.08
H 1.71100 -4.44129 0.55931  0.07
S -0.20816 -1.27302 6.14310  0.31
C -0.11892 -0.93023 4.52298  -0.99
N -0.05635 -0.69080 3.38790  -0.11

Q: Which value of spin multiplicity does entry 5 give?
A: 1

Q: What is the spin multiplicity in the fourth record?
A: 1